C6H8N2 | ωB97M-V/def2-TZVPD

```
! RIJCOSX wB97M-V def2-TZVPD def2/J DEFGRID3
* xyz 0 1
C 2.07 0.91 -1.45
C 1.14 1.95 -1.44
N 0.78 2.57 -0.31
C 1.37 2.13 0.81
N 2.27 1.14 0.92
C 2.61 0.54 -0.23
H 2.35 0.41 -2.39
H 0.67 2.30 -2.36
H 1.08 2.63 1.74
H 3.35 -0.27 -0.16
C -2.82 -2.73 0.25
C -3.08 -2.04 1.37
H -3.30 -2.47 -0.70
H -2.13 -3.58 0.26
H -3.77 -1.19 1.36
H -2.60 -2.31 2.32
*
```

Results
ΔE to the lowest compared entry with this formula, charge and spin: 25.5 kcal/mol
structure (SMILES): c1cncnc1.C=C
Kohn-Sham gap: 10.61 eV

Atom charges from the natural (NBO) analysis, given in e for atoms 1 to 8:
1 C -0.309
2 C 0.069
3 N -0.444
4 C 0.246
5 N -0.444
6 C 0.069
7 H 0.228
8 H 0.201